This record from the OMol25 dataset describes an isolated molecule of C5H10O2. The level of theory is ωB97M-V with the def2-TZVPD basis set.

- max |F| (eV/A) = 0.55
- energy above the lowest of the compared OMol25 structures with the same formula, charge and spin (kcal per mole) = 37.8
- LUMO level (eV) = 0.94
- HOMO-LUMO gap (eV) = 10.57
- HOMO (eV) = -9.6

Structure (ORCA input):
```
! RIJCOSX wB97M-V def2-TZVPD def2/J DEFGRID3
* xyz 0 1
O -0.08315 -0.55666 -0.22229
O 1.28415 1.93682 1.88189
C 1.17491 1.05562 1.06483
C 0.22145 -0.94412 2.13693
C 0.00376 0.08334 1.03072
C -0.41774 0.35843 -1.25347
C -0.64601 -0.37692 -2.55832
H -0.64322 -1.60544 2.23349
H 1.96098 0.85872 0.30260
H 0.39122 1.09620 -1.38187
H -1.32220 0.91961 -0.96896
H -0.84998 0.35082 -3.35154
H 1.10839 -1.55276 1.93301
H 0.37046 -0.41262 3.08215
H -1.50078 -1.05520 -2.48510
H -0.91696 0.65308 1.23778
H 0.23691 -0.95611 -2.84345
*
```